(1)
Here is one molecule with the formula C15H18N4O4 from OMol25. Energies are from ωB97M-V/def2-TZVPD.

```
41
Properties=species:S:1:pos:R:3:forces:R:3:nbo_charge:R:1
N 3.127 2.870 -1.721 0.0777 -0.1021 0.2177 -0.855
C 3.890 1.778 -2.103 -0.1520 1.2742 1.5809 0.677
O 4.869 1.907 -2.785 0.6095 -0.0143 -1.1648 -0.593
C 3.498 0.431 -1.621 0.0426 -2.4886 -1.6928 -0.519
C 2.714 0.193 -0.378 -1.4732 1.0370 2.7071 -0.133
N 2.567 -1.249 -0.099 -0.1253 0.0821 0.0329 -0.847
C 1.344 1.001 -0.151 0.8262 0.8766 0.1173 0.686
O 1.398 1.975 0.607 0.2439 -0.7175 -0.7006 -0.639
N 0.179 0.718 -0.767 0.8047 -1.3257 -0.3091 -0.609
C -0.152 -0.456 -1.490 0.5023 -1.5627 -0.6809 -0.186
C -0.739 -1.602 -0.650 -1.4531 -0.7467 2.8341 -0.415
C -2.033 -1.142 0.161 2.1453 -1.5258 -1.0848 -0.129
C -3.305 -1.584 0.019 -0.9186 -1.1674 -1.0248 -0.004
N -4.054 -1.213 1.087 -1.0306 0.2069 1.0335 -0.517
C -3.265 -0.588 2.023 0.2917 0.3389 -0.3377 0.134
C -3.556 -0.048 3.302 -1.2798 -1.2205 -1.4508 -0.240
C -2.513 0.411 4.016 0.3895 1.5144 1.2823 -0.209
C -1.240 0.629 3.440 0.3813 -0.2312 0.6274 -0.259
C -0.965 0.145 2.192 0.3206 -0.5241 -1.8059 -0.131
C -1.976 -0.537 1.443 0.0746 1.3125 1.8788 -0.124
C -1.182 -0.166 -2.594 1.0513 -0.8814 -0.3247 0.796
O -1.892 0.781 -2.629 -0.2913 0.6777 0.2681 -0.544
O -1.304 -1.147 -3.529 -0.6052 0.7722 0.0571 -0.674
H 3.513 3.711 -2.133 -0.0801 0.0327 0.2660 0.396
H 2.803 2.962 -0.746 -0.0152 -0.3023 -0.8365 0.420
H 3.007 -0.059 -2.535 0.4284 0.5027 1.2119 0.239
H 4.437 -0.172 -1.480 -0.6714 0.7053 -0.3303 0.244
H 3.244 0.678 0.483 -0.0103 -0.2824 -0.7393 0.205
H 1.966 -1.392 0.732 0.8015 0.1260 -0.5784 0.371
H 3.506 -1.615 0.101 -0.6500 0.0037 0.0190 0.372
H -0.520 1.393 -0.801 -1.2994 1.6108 0.5518 0.431
H 0.802 -0.878 -1.801 -0.0222 -0.0066 -0.9563 0.238
H -0.926 -2.618 -1.151 0.1985 1.8004 0.1312 0.237
H 0.003 -1.876 0.175 -0.7941 0.4773 -1.2026 0.222
H -3.783 -2.299 -0.676 0.6366 0.8171 0.1125 0.214
H -5.044 -1.392 1.198 0.3653 -0.0181 -0.1029 0.412
H -4.595 -0.026 3.661 0.5848 -0.1825 0.0459 0.216
H -2.722 0.765 5.041 0.3107 -0.0798 -0.6100 0.213
H -0.498 1.183 4.032 -0.2324 -0.4023 -0.4197 0.221
H -0.023 0.288 1.623 -0.5917 0.1404 1.1877 0.198
H -0.579 -1.759 -3.495 0.6089 -0.5270 0.1895 0.484
```
Forces are in eV/Å.

Output
E = -1102.40308 hartree
frontier orbital gap = 0.3156 Ha
SMILES = NC(=O)C[C@H](N)C(=O)N[C@@H](Cc1c[nH]c2ccccc12)C(=O)O
LUMO level = 0.4 eV
relative energy (zero: lowest compared OMol25 entry of this formula, charge and spin) = 2.081 eV

***

(2)
Here is a 6-piece molecular cluster, C31H48BrClNO24PS overall from OMol25. Energies are from ωB97M-V/def2-TZVPD.

```
108
Properties=species:S:1:pos:R:3:forces:R:3:mulliken_charge:R:1
C 1.460 -3.054 -0.458 0.2108 1.3393 -0.0440 1.141
C 2.867 -3.175 0.110 -1.4698 1.6604 -1.3288 0.449
O 3.244 -4.168 0.579 1.3658 -2.7787 1.3781 -0.561
O 3.717 -2.062 0.086 -0.4133 0.4102 0.3793 -0.226
C 3.522 -1.280 1.262 -1.3130 0.2340 0.0377 -1.753
C 3.413 0.252 0.954 0.3214 -0.1002 0.7924 3.221
C 2.821 0.859 2.287 -0.4245 -0.9879 -0.2124 -2.127
C 1.275 0.923 2.321 0.3572 0.9354 1.4168 0.073
C 0.768 0.785 3.806 0.7673 -0.6487 -0.6037 -0.582
C 1.556 1.765 4.676 -1.0749 -2.5158 -0.3786 0.217
O 1.321 2.910 4.612 0.0841 2.9362 -0.0437 -0.497
O 2.510 1.232 5.494 0.4446 -0.2907 -0.7547 -0.474
C 2.443 0.422 -0.256 0.7705 0.6459 0.4756 -1.040
S 3.203 0.450 -1.899 -1.9573 -1.6425 -2.4742 1.400
O 2.317 1.184 -2.738 0.1206 1.6030 0.6702 -0.671
O 3.392 -0.841 -2.473 1.3391 -0.5803 1.1189 -0.671
O 4.697 1.133 -1.757 -1.3024 0.2742 1.0465 -0.415
C 4.908 1.842 -0.560 1.4193 -0.1778 1.6513 0.726
Cl 6.642 2.376 -0.653 -0.6873 0.1924 -0.3535 -0.126
P 3.952 3.479 -0.433 -0.6942 3.5876 -2.0347 0.881
N 3.144 3.852 -1.699 0.1397 -0.4394 0.3701 -0.711
O 5.069 4.698 -0.175 -0.6638 -1.6920 0.7917 -0.578
O 2.924 3.515 0.820 1.1543 -0.9261 0.4980 -0.426
C 4.805 0.950 0.749 0.4038 -0.1765 -1.3329 -1.613
Br 6.302 -0.361 0.666 -0.4600 0.1592 0.2405 -0.047
H 1.458 -2.789 -1.525 0.2070 -0.1522 0.2721 0.519
H 0.930 -2.249 0.089 0.5646 -0.4165 -0.5838 -1.146
H 0.881 -3.957 -0.292 0.4557 0.0537 -0.0229 -0.301
H 2.522 -1.545 1.671 0.3481 0.2102 -0.0542 0.627
H 4.230 -1.496 2.075 0.1174 0.0809 -0.5261 0.467
H 3.257 1.833 2.537 -0.2562 -0.1832 -0.2716 0.693
H 3.128 0.167 3.097 0.0682 0.2382 -0.3230 0.593
H 0.775 0.139 1.752 0.1623 0.2285 -0.1236 -0.351
H 0.973 1.942 2.023 -0.1074 -0.5364 -0.3689 0.230
H 0.955 -0.260 4.097 -0.3078 0.3576 0.1492 0.373
H -0.299 1.035 3.782 0.2828 -0.0957 0.4485 0.503
H 3.318 1.745 5.332 -0.2107 0.1220 0.5983 0.363
H 1.852 1.349 -0.199 0.4402 -0.1568 -0.1036 0.642
H 1.701 -0.387 -0.298 0.4683 0.0719 -0.2317 -0.553
H 3.455 4.711 -2.137 -0.1480 -0.3173 -0.3581 0.191
H 4.655 5.491 -0.551 0.0594 -0.1868 0.0436 0.325
H 2.040 3.784 0.525 0.2997 0.0221 -0.3541 0.266
H 5.090 1.622 1.568 -0.2569 -0.3660 -0.1175 0.888
C -3.517 0.386 0.043 0.3826 0.2255 -0.1323 -1.626
C -2.823 -0.950 0.170 -0.6922 0.5678 -0.2475 0.639
C -3.396 -1.845 1.236 -0.2167 -0.2532 0.0197 -0.496
O -2.251 -2.618 1.634 0.2979 0.2385 -0.0218 -0.415
C -1.156 -1.866 1.373 -0.0986 -0.0811 0.1134 0.475
O -0.051 -2.120 1.752 -0.4589 0.1596 0.5415 -0.442
O -1.466 -0.788 0.622 0.2447 -0.4063 0.1939 -0.120
H -3.248 1.046 0.870 -0.0997 -0.1634 0.1392 0.278
H -3.205 0.886 -0.872 -0.0923 -0.0454 -0.0076 0.367
H -4.601 0.273 0.012 0.0251 -0.0402 -0.0493 0.460
H -2.800 -1.457 -0.798 0.0559 -0.1013 0.0841 0.256
H -4.184 -2.491 0.856 0.1539 -0.1312 0.0229 0.255
H -3.768 -1.300 2.107 0.0679 0.0975 -0.0605 0.329
C 2.090 -8.644 0.008 0.3039 0.2932 0.2196 -1.442
C 0.791 -7.881 -0.119 0.5293 -0.5427 0.0815 0.471
C -0.156 -8.445 -1.151 -0.2461 -0.1703 0.0446 -0.560
O -0.872 -7.280 -1.572 0.1883 -0.0170 0.0233 -0.305
C -0.058 -6.211 -1.363 0.0017 0.1666 -0.1152 0.640
O -0.275 -5.122 -1.788 -0.1812 -0.1888 -0.0579 -0.495
O 1.017 -6.555 -0.618 -0.4428 0.0526 -0.1722 -0.243
H 2.747 -8.441 -0.838 -0.1552 -0.0668 -0.1004 0.346
H 2.625 -8.329 0.904 -0.0082 -0.0373 -0.0225 0.365
H 1.912 -9.718 0.078 -0.0829 0.0308 -0.0082 0.377
H 0.305 -7.796 0.857 -0.0873 0.0451 -0.0721 0.253
H -0.835 -9.184 -0.731 -0.1255 0.1341 -0.0649 0.354
H 0.350 -8.878 -2.018 0.1303 0.0513 0.0776 0.287
C -3.686 -6.031 -1.228 0.2414 0.3520 0.2036 -1.479
C -4.969 -5.238 -1.338 0.5494 -0.5748 0.1108 0.539
C -5.932 -5.765 -2.369 -0.3138 -0.1483 -0.0290 -0.521
O -6.629 -4.583 -2.773 0.3027 0.1515 0.0697 -0.346
C -5.793 -3.529 -2.555 -0.1269 0.1156 -0.1090 0.550
O -5.983 -2.429 -2.956 0.0482 -0.0129 0.0642 -0.534
O -4.715 -3.911 -1.818 -0.3860 0.0875 -0.0623 -0.245
H -3.028 -5.834 -2.074 -0.1394 -0.0604 -0.0809 0.373
H -3.140 -5.737 -0.331 0.0224 -0.0588 -0.0269 0.351
H -3.883 -7.103 -1.170 -0.0840 0.0328 -0.0078 0.371
H -5.448 -5.157 -0.357 -0.1170 0.0390 -0.0763 0.259
H -6.625 -6.496 -1.957 -0.1179 0.1348 -0.0633 0.345
H -5.437 -6.196 -3.244 0.1277 0.0392 0.0788 0.318
C -4.426 5.812 -3.103 -0.1696 0.3501 0.2968 -1.506
C -4.291 4.579 -2.238 0.1019 0.5288 -0.4976 0.572
C -4.243 3.288 -3.013 0.2659 -0.2552 -0.1287 -0.487
O -4.807 2.352 -2.087 -0.2060 0.3548 0.0593 -0.293
C -5.630 3.054 -1.260 -0.1037 -0.0680 0.0793 0.620
O -6.398 2.555 -0.503 0.0767 0.0027 0.0208 -0.524
O -5.454 4.390 -1.419 0.0544 -0.4565 0.0648 -0.357
H -5.439 5.903 -3.496 0.0424 -0.1945 -0.0835 0.372
H -4.234 6.709 -2.514 0.0466 -0.0158 -0.0526 0.351
H -3.718 5.792 -3.932 0.0259 -0.0656 0.0496 0.379
H -3.424 4.675 -1.578 -0.0238 -0.1013 0.0105 0.278
H -3.227 3.000 -3.279 -0.0567 -0.1486 0.0958 0.328
H -4.858 3.299 -3.916 -0.0333 0.1298 0.0503 0.288
C 3.895 7.436 1.452 0.2046 0.1471 -0.4820 -0.985
C 2.531 8.053 1.245 0.6071 -0.1931 0.2953 0.616
C 1.480 7.550 2.201 -0.1847 0.0835 0.2777 -0.406
O 0.281 7.677 1.433 0.2194 -0.0674 -0.2883 -0.326
C 0.632 7.597 0.119 -0.1711 0.0153 -0.0555 0.637
O -0.139 7.473 -0.774 0.0484 -0.0094 0.0052 -0.538
O 1.984 7.677 -0.026 -0.3777 0.0405 0.1295 -0.348
H 3.919 6.411 1.082 -0.1836 0.0013 0.3317 -0.079
H 4.647 7.993 0.890 0.0278 -0.0058 0.0812 0.364
H 4.183 7.445 2.504 -0.0605 0.0098 -0.0070 0.390
H 2.601 9.144 1.275 -0.1196 -0.0141 0.0005 0.239
H 1.421 8.149 3.108 -0.1759 0.0073 -0.0653 0.310
H 1.611 6.499 2.476 0.1194 0.0139 -0.0668 0.202
```
Forces are in eV/Å.

Output
E = -6844.37327 hartree
frontier orbital gap = 0.3486 Ha
SMILES = CC(=O)OC[C@]1(CCCC(=O)O)CS(=O)(=O)O[C@@](Cl)(P(=N)(O)O)[C@@H]1Br.C[C@@H]1COC(=O)O1.C[C@@H]1COC(=O)O1.C[C@@H]1COC(=O)O1.C[C@@H]1COC(=O)O1.C[C@@H]1COC(=O)O1
LUMO level = 0.1 eV

***

(3)
Here is a 2-piece molecular cluster, C4H10NO4 overall from OMol25. Energies are from ωB97M-V/def2-TZVPD.

```
19
Properties=species:S:1:pos:R:3:forces:R:3:nbo_charge:R:1
C 1.475 -0.042 0.085 0.8419 -0.1344 -0.6266 0.725
C 4.016 0.187 0.414 1.7221 -0.3175 -1.7312 -0.633
C 2.598 0.587 0.098 0.0941 0.5349 0.6117 -0.476
C -2.801 0.055 0.320 -1.2903 -0.5349 1.1219 0.884
N -2.174 -0.654 -0.837 2.6661 1.5837 -1.8530 -0.746
O 0.469 -0.587 -0.151 -1.0111 -0.5457 0.3506 -0.595
O -1.943 0.806 0.986 3.4928 0.3776 1.8257 -0.695
O -3.828 0.740 -0.237 -1.1014 0.3892 -0.0460 -0.710
O -3.188 -0.952 1.126 -0.0052 -2.2192 0.0190 -0.738
H 4.480 1.044 1.014 -0.2784 -1.4719 -1.1083 0.249
H 4.495 0.020 -0.680 -0.5246 0.8915 2.6027 0.241
H 4.236 -0.810 0.891 -0.8669 1.1754 -0.1241 0.247
H 2.407 1.634 -0.163 0.1976 -0.1682 0.0632 0.283
H -1.121 -0.883 -0.643 -1.9184 -0.0116 -0.4663 0.490
H -2.220 0.067 -1.606 0.6353 -0.8330 0.7891 0.437
H -2.770 -1.370 -1.211 -0.1769 -1.0528 0.3148 0.451
H -1.329 0.231 1.634 -2.2126 1.7257 -2.1895 0.532
H -3.678 1.664 -0.490 0.3759 -0.1409 0.4674 0.522
H -4.007 -0.937 1.612 -0.6401 0.7521 -0.0211 0.533
```
Forces are in eV/Å.

Output
E = -513.82497 hartree
frontier orbital gap = 0.3409 Ha
LUMO level = -3.2 eV
net charge = +1
relative energy (zero: lowest compared OMol25 entry of this formula, charge and spin) = 1.882 eV